21
Properties=species:S:1:pos:R:3 method="wB97M-V/def2-TZVPD" total_charge=0 gap_ev="4.72 / 5.16"
C -0.21941 0.57534 -1.45181
C -1.11114 1.68389 -1.66585
C -0.33123 2.84385 -1.91041
C 1.06942 2.43302 -1.92862
C 1.14171 1.04832 -1.64296
Sc 1.39293 -1.41210 1.25141
P 0.02977 -3.26479 0.34604
H -0.47899 -0.46795 -1.25975
H -2.18853 1.60499 -1.56067
H -0.71374 3.88856 -1.93696
H 2.04269 0.45368 -1.58969
H 1.89900 3.08802 -2.16595
H 0.83888 -4.13658 -0.47906
H -1.16648 -3.27450 -0.44015
H -0.34643 -4.22469 1.35548
C -0.58002 -0.08414 2.24114
O 0.65421 -0.47061 2.82830
H -0.66168 -0.45427 1.17895
H -0.65124 1.00860 2.23584
H -1.40961 -0.51366 2.81199
H 0.78989 -0.32498 3.78275

***

135
Properties=species:S:1:pos:R:3 method="wB97M-V/def2-TZVPD" total_charge=+1 gap_ev=4.36
C -3.13497 2.85831 -0.05561
C -3.49384 1.46923 -0.63707
C -2.57428 0.97637 -1.74795
Br -2.85247 -0.94515 -1.94636
N -2.85146 1.64033 -3.05843
C -2.35907 1.19030 -4.19022
C -2.58621 1.73989 -5.44523
C -3.36215 2.88060 -5.45588
C -3.80925 3.30519 -4.18947
C -4.62171 4.58372 -4.11538
C -3.70707 5.85400 -4.09000
C -2.35317 5.62678 -3.33776
C -1.15953 5.43623 -4.32078
C -0.25552 4.20416 -4.08960
C 0.10504 3.86283 -2.63609
C 1.09633 2.64903 -2.69660
O 2.23912 2.83756 -1.88789
C 2.00315 2.46530 -0.54562
N -3.60468 2.72635 -3.03474
H -3.22170 2.83269 1.03123
H -3.90001 3.56512 -0.39159
H -2.16871 3.24608 -0.38011
H -4.53401 1.38215 -0.95969
H -3.38692 0.74448 0.17455
H -1.51477 1.14154 -1.54129
H -1.72506 0.30962 -4.12886
H -2.16493 1.33015 -6.35300
H -3.57196 3.40836 -6.37658
H -5.27380 4.55037 -3.24212
H -5.24620 4.65794 -5.01166
H -3.46354 6.20372 -5.09523
H -4.25738 6.63139 -3.55659
H -2.43666 4.85258 -2.57451
H -2.16523 6.56387 -2.80404
H -0.53714 6.33334 -4.28838
H -1.54169 5.34748 -5.34632
H 0.69560 4.41308 -4.59450
H -0.64333 3.28760 -4.54460
H -0.75806 3.51937 -2.05849
H 0.64572 4.66478 -2.12843
H 1.44244 2.52117 -3.72789
H 0.61352 1.70332 -2.39791
H 2.23234 3.30082 0.13168
H 2.62886 1.62514 -0.21902
H 0.95793 2.19223 -0.34513
N -3.21129 -2.95199 -7.51787
C -4.19518 -2.06480 -7.85572
C -4.61629 -1.44570 -6.70853
C -3.85072 -1.97998 -5.63561
C -2.99053 -2.90484 -6.16930
H -2.72481 -3.54853 -8.16294
H -4.51137 -1.95240 -8.87875
H -5.38718 -0.69499 -6.64486
H -3.92484 -1.71458 -4.59363
H -2.24580 -3.53106 -5.70699
N 3.46899 1.30227 2.72347
C 4.66510 0.74008 3.08803
C 4.43814 -0.57685 3.38726
C 3.05215 -0.82229 3.19057
C 2.48380 0.35297 2.77993
H 3.33573 2.26103 2.45524
H 5.56882 1.32755 3.10211
H 5.18087 -1.28875 3.70963
H 2.53480 -1.75678 3.33371
H 1.46660 0.59886 2.52359
N 7.96582 0.39579 4.42677
C 8.44203 1.21742 5.41372
C 9.80589 1.10690 5.42912
C 10.16873 0.18630 4.40845
C 9.01328 -0.23254 3.80683
H 6.99869 0.27319 4.19449
H 7.77048 1.80550 6.01704
H 10.47147 1.62811 6.09666
H 11.16461 -0.13042 4.14704
H 8.84503 -0.92071 2.99571
N 3.88273 2.88462 5.63033
C 4.01061 4.24835 5.61107
C 3.99551 4.69258 6.90593
C 3.85869 3.55225 7.74108
C 3.79446 2.45299 6.92546
H 3.85848 2.29237 4.81874
H 4.10008 4.78335 4.68017
H 4.07503 5.71959 7.22103
H 3.81362 3.54179 8.81776
H 3.69297 1.40498 7.15300
N 1.51139 -2.35039 -1.99836
C 2.55358 -2.71743 -1.19131
C 2.16747 -2.53038 0.10828
C 0.83669 -2.03536 0.08763
C 0.45722 -1.93667 -1.22682
H 1.51927 -2.38174 -3.00074
H 3.47723 -3.07841 -1.61050
H 2.77070 -2.72773 0.97866
H 0.22676 -1.78275 0.94041
H -0.46792 -1.60846 -1.67319
N -4.12868 -6.83376 -3.77064
C -4.05940 -5.46998 -3.85144
C -4.14743 -4.97133 -2.57944
C -4.27015 -6.07857 -1.69596
C -4.25244 -7.21237 -2.45958
H -4.09647 -7.45811 -4.55447
H -3.95655 -4.97589 -4.80150
H -4.12592 -3.92867 -2.30638
H -4.36025 -6.04417 -0.62316
H -4.31832 -8.25191 -2.18593
N -1.18590 -1.80716 3.68307
C -2.47144 -2.11531 3.32080
C -2.80854 -3.29363 3.92944
C -1.68603 -3.71221 4.69282
C -0.70401 -2.77461 4.52383
H -0.67700 -0.99761 3.38140
H -3.03121 -1.47126 2.66342
H -3.75514 -3.79999 3.84006
H -1.61049 -4.59972 5.29831
H 0.29226 -2.71212 4.92696
N 1.32096 3.23461 10.60284
C 0.67779 4.15652 9.82317
C 0.11271 5.08780 10.65239
C 0.43224 4.71567 11.98660
C 1.17961 3.57074 11.92249
H 1.81983 2.43513 10.25938
H 0.67821 4.06852 8.74985
H -0.46445 5.94189 10.33918
H 0.14613 5.23060 12.88853
H 1.62078 2.96781 12.69782
N -1.95351 -9.24526 -5.27192
C -1.07563 -8.39797 -5.89404
C -0.18741 -9.16054 -6.60263
C -0.54529 -10.52176 -6.40426
C -1.63846 -10.54118 -5.58178
H -2.70897 -8.96200 -4.67994
H -1.15942 -7.33049 -5.77627
H 0.62878 -8.78641 -7.19798
H -0.05508 -11.38644 -6.81904
H -2.21695 -11.36059 -5.19058

***

Calculated max |F| (Eh/bohr), listed in the same order as above: 0.0471 0.0527
Calculated DFT total energy (eV), listed in the same order as above: -38445.93744 -142509.14192